The following is a DFT calculation (ωB97M-V/def2-TZVPD) of C10H30BeNO13 as an isolated structure in a non-equilibrium geometry.

Cartesian coordinates (Å):
Be (0.204, 0.288, 0.237)
N (-2.874, 1.073, -2.080)
O (-2.736, 1.065, -3.260)
O (-1.839, 1.170, -1.432)
O (-3.968, 1.086, -1.523)
C (-0.721, 3.503, 0.788)
C (0.709, 3.761, 0.197)
O (1.026, 2.696, -0.638)
O (-0.778, 2.397, 1.617)
H (-1.527, 3.499, 0.055)
H (-1.095, 4.364, 1.344)
H (1.479, 3.734, 0.968)
H (0.713, 4.698, -0.359)
H (1.548, 3.021, -1.376)
H (-1.531, 2.620, 2.169)
C (3.040, 0.019, 2.073)
C (2.051, 0.472, 3.100)
O (0.778, 0.096, 2.695)
O (2.896, 0.752, 0.839)
H (3.052, -1.063, 1.945)
H (4.001, 0.342, 2.474)
H (2.064, 1.557, 3.204)
H (2.348, 0.070, 4.069)
H (0.252, 0.087, 3.498)
H (3.693, 1.230, 0.599)
C (-3.119, -0.767, 1.277)
C (-3.681, -2.141, 1.689)
O (-3.821, -2.193, 3.105)
O (-1.731, -0.731, 1.693)
H (-3.707, -0.016, 1.805)
H (-3.355, -0.595, 0.227)
H (-2.991, -2.908, 1.338)
H (-4.655, -2.310, 1.229)
H (-4.448, -1.485, 3.268)
H (-1.771, -0.823, 2.647)
C (-0.463, -2.837, -1.033)
C (0.245, -3.031, 0.300)
O (1.340, -2.125, 0.517)
O (-0.964, -1.547, -1.148)
H (-1.301, -3.519, -1.176)
H (0.225, -2.964, -1.869)
H (0.723, -4.003, 0.427)
H (-0.451, -3.017, 1.138)
H (2.019, -2.587, 1.015)
H (-1.627, -1.529, -1.841)
C (1.619, 0.518, -3.294)
C (1.963, -0.480, -4.341)
O (3.357, -0.679, -4.398)
O (1.687, -0.077, -1.959)
H (0.636, 0.964, -3.445)
H (2.240, 1.394, -3.484)
H (1.500, -0.162, -5.275)
H (1.483, -1.408, -4.029)
H (3.640, -1.204, -3.646)
H (2.625, -0.278, -1.940)

For the energy above the lowest of the compared OMol25 structures with the same formula, charge and spin, the calculation gives 0.0 kcal per mole. Its largest force on an atom is 4.65 eV/A. The calculation puts the lowest unoccupied orbital energy (alpha / beta) at 0.0 / -0.2 eV. As for the spin multiplicity: 2. The value obtained for the HOMO-LUMO gap (alpha / beta) is 5.6 / 7.0 eV. The charge is 0.



The following is a DFT calculation (ωB97M-V/def2-TZVPD) of C10H30BrCuN6O4 as an isolated structure in a non-equilibrium geometry.

Cartesian coordinates (Å):
Cu (3.772, -2.500, 0.617)
Br (2.018, -0.635, 0.735)
C (-1.426, 2.240, 0.556)
O (-2.193, 3.021, 1.073)
N (-0.078, 2.234, 0.744)
N (-1.856, 1.253, -0.315)
H (0.393, 3.001, 1.188)
H (0.473, 1.420, 0.540)
H (-1.205, 0.737, -0.879)
H (-2.843, 1.122, -0.444)
C (1.334, 0.649, 4.953)
O (1.867, -0.434, 5.132)
N (1.033, 1.106, 3.698)
N (1.029, 1.499, 5.984)
H (1.308, 0.550, 2.908)
H (0.544, 1.976, 3.587)
H (0.396, 2.264, 5.851)
H (1.290, 1.151, 6.888)
C (2.576, 0.255, -5.600)
C (1.125, 0.698, -5.609)
C (0.800, 1.582, -4.408)
O (1.086, 1.005, -3.133)
C (0.376, -0.172, -2.878)
N (0.828, 1.484, -6.818)
H (3.299, 1.066, -5.665)
H (2.703, -0.482, -6.395)
H (2.803, -0.263, -4.662)
H (0.461, -0.171, -5.634)
H (-0.247, 1.911, -4.414)
H (1.402, 2.489, -4.466)
H (0.714, -1.003, -3.503)
H (-0.718, -0.063, -2.943)
H (0.569, -0.418, -1.827)
H (0.027, 1.143, -7.323)
H (1.627, 1.552, -7.430)
C (-0.613, -3.984, 2.057)
C (-1.501, -2.781, 1.802)
C (-1.516, -1.709, 2.925)
O (-2.540, -0.827, 2.600)
C (-2.551, 0.371, 3.375)
N (-1.062, -2.049, 0.634)
H (-0.688, -4.752, 1.293)
H (-0.850, -4.433, 3.023)
H (0.441, -3.710, 2.165)
H (-2.507, -3.118, 1.545)
H (-0.537, -1.208, 2.968)
H (-1.661, -2.229, 3.881)
H (-2.637, 0.167, 4.441)
H (-3.431, 0.924, 3.045)
H (-1.710, 1.015, 3.106)
H (-0.161, -1.550, 0.768)
H (-1.762, -1.394, 0.267)

For the energy above the lowest of the compared OMol25 structures with the same formula, charge and spin, the calculation gives 116.4 kcal per mole. Its largest force on an atom is 2.26 eV/A. The calculation puts the lowest unoccupied orbital energy (alpha / beta) at -5.0 / -7.4 eV. As for the spin multiplicity: 2. The value obtained for the HOMO-LUMO gap (alpha / beta) is 6.0 / 3.6 eV. The charge is +1.